Entry 1:
This record from OMol25 describes a structure of composition C4H5N5O2S. The level of theory is ωB97M-V/def2-TZVPD.

Properties
- ΔE to the lowest compared entry with this formula, charge and spin (kcal/mol) = 56.0
- E_HOMO (eV) = -8.87
- E_LUMO (eV) = -0.261
- M (g/mol) = 187.18
- spin multiplicity = 1

Geometry as XYZ:
```
17
Properties=species:S:1:pos:R:3:forces:R:3
C -1.1091 2.0190 0.8564 -3.9 1.9 2.0
C -0.7039 -0.1316 0.4670 0.1 -0.2 -0.2
C 0.1035 0.7895 -0.3317 0.0 2.1 -1.2
C -0.6048 -1.4672 -0.1471 -2.8 0.0 2.1
N -0.3437 2.1162 -0.1290 2.5 -1.0 -1.2
N -0.1454 -1.3624 1.0273 1.1 -0.6 -0.2
N -1.6372 0.7689 1.1910 0.9 -0.2 -0.3
N 0.9873 0.4166 -1.1690 -0.3 -0.1 -0.4
N -1.1378 -2.3556 -1.0063 1.0 0.2 1.3
O 3.6315 -1.0786 -0.5717 -2.0 2.4 1.7
O 2.8704 0.9903 0.8308 0.3 -2.2 -1.4
S 2.6190 -0.3602 0.2709 2.7 -0.5 0.2
H -1.4956 3.0205 1.2689 0.3 -2.0 0.0
H -2.1198 0.5316 2.0747 0.8 0.3 -0.9
H 1.3806 1.1808 -1.7196 -0.1 0.0 0.3
H -1.7411 -1.9553 -1.6578 -0.6 0.4 -1.6
H -0.5538 -3.1226 -1.2547 0.0 -0.6 -0.3
```
Forces are in eV/Å.

Entry 2:
This record from OMol25 describes an isolated molecule of C4H5NO. The level of theory is ωB97M-V/def2-TZVPD.

Properties
- ΔE to the lowest compared entry with this formula, charge and spin (kcal/mol) = 77.9
- E_HOMO (eV) = -8.55
- E_LUMO (eV) = 0.600
- M (g/mol) = 83.09
- spin multiplicity = 1

Geometry as XYZ:
```
11
Properties=species:S:1:pos:R:3:forces:R:3
O 1.7161 -0.6189 -0.4641 -0.3 -0.9 -0.4
C 0.8753 0.7800 0.8702 -0.7 0.4 0.1
C 0.6696 -0.7014 0.5539 0.4 0.0 -0.1
C -0.7327 -0.8466 -0.0097 0.1 0.3 -0.3
C -1.1337 0.3937 -0.2857 0.0 -0.3 0.1
N -0.1321 1.3112 0.1580 0.2 0.2 0.5
H 1.3246 -0.1666 -1.2247 0.1 -0.1 0.1
H 0.9931 -1.4721 1.2560 -0.1 0.4 0.0
H -1.3081 -1.7542 -0.1538 0.3 0.2 -0.1
H -2.0413 0.7668 -0.7466 0.1 -0.1 0.1
H -0.2309 2.3082 0.0467 0.0 -0.1 0.0
```
Forces are in eV/Å.

Entry 3:
This record from OMol25 describes an isolated molecule of C4H5NO. The level of theory is ωB97M-V/def2-TZVPD.

Properties
- ΔE to the lowest compared entry with this formula, charge and spin (kcal/mol) = 57.9
- E_HOMO (eV) = -10.14
- E_LUMO (eV) = 0.980
- M (g/mol) = 83.09
- structure (SMILES) = [H]/N=C/OCC#C
- spin multiplicity = 1

Geometry as XYZ:
```
11
Properties=species:S:1:pos:R:3:forces:R:3
H 0.5996 3.0657 -0.7018 0.0 -0.1 0.0
N 0.2272 2.1689 -0.4055 0.2 -0.2 -0.3
C 0.7561 1.2235 -1.0598 0.0 0.2 0.0
O 0.4474 -0.0635 -0.8486 0.0 0.0 0.0
C -0.4989 -0.2528 0.2043 -0.1 0.0 0.2
C -0.4979 -1.6407 0.6473 0.1 -0.4 0.4
C -0.4627 -2.6840 1.2424 0.0 0.4 -0.2
H 1.5080 1.2962 -1.8496 -0.1 0.0 0.1
H -1.4851 0.0942 -0.1203 0.1 -0.1 0.0
H -0.2055 0.3600 1.0607 -0.1 0.0 -0.1
H -0.3881 -3.5675 1.8310 -0.1 -0.1 -0.2
```
Forces are in eV/Å.

Entry 4:
This record from OMol25 describes an isolated molecule of C4H5NO. The level of theory is ωB97M-V/def2-TZVPD.

Properties
- ΔE to the lowest compared entry with this formula, charge and spin (kcal/mol) = 74.3
- E_HOMO (eV) = -10.32
- E_LUMO (eV) = -0.460
- M (g/mol) = 83.09
- spin multiplicity = 1

Geometry as XYZ:
```
11
Properties=species:S:1:pos:R:3:forces:R:3
C -1.7666 -0.1851 0.2094 0.0 -0.4 0.0
C -0.3632 0.3116 0.1548 1.3 0.7 -0.2
C 0.0243 1.5403 0.1512 -0.1 0.4 0.1
C 0.9538 -0.5492 0.2221 -0.5 -0.4 0.0
O 0.9046 -1.6769 0.6545 -0.2 0.2 0.0
N 2.1098 0.0197 -0.2143 -0.3 0.0 0.0
H -1.9940 -0.7460 -0.6933 -0.1 -0.2 0.0
H -2.4942 0.6292 0.2992 0.3 -0.1 0.0
H -1.8250 -0.8300 1.0800 -0.3 -0.2 0.0
H 2.9649 -0.5142 -0.1433 -0.3 0.1 0.1
H 2.1208 0.9343 -0.6290 0.0 0.1 0.0
```
Forces are in eV/Å.

Entry 5:
This record from OMol25 describes an isolated molecule of C4H5NO. The level of theory is ωB97M-V/def2-TZVPD.

Properties
- ΔE to the lowest compared entry with this formula, charge and spin (kcal/mol) = 60.5
- E_HOMO (eV) = -8.02
- E_LUMO (eV) = 0.735
- M (g/mol) = 83.09
- structure (SMILES) = Oc1ccc[nH]1
- spin multiplicity = 1

Geometry as XYZ:
```
11
Properties=species:S:1:pos:R:3:forces:R:3
O 2.1178 0.4184 0.2370 0.2 0.5 -0.4
C 0.8275 0.1511 -0.0855 0.0 0.1 -0.5
C 0.2002 -1.0174 -0.3311 0.9 0.4 -0.6
C -1.2028 -0.8107 -0.2158 0.8 -0.2 0.4
C -1.3815 0.5673 -0.1251 0.1 -0.1 0.5
N -0.1224 1.1296 -0.0433 0.0 0.1 -0.1
H 2.2876 -0.1457 0.9903 0.4 -0.1 0.2
H 0.5729 -1.9447 -0.7113 0.6 -0.5 0.7
H -1.1969 -1.6860 0.4752 -2.9 0.1 -0.7
H -2.2352 1.2369 -0.1981 0.1 -0.5 0.4
H 0.1328 2.1013 0.0077 -0.3 0.1 -0.1
```
Forces are in eV/Å.

Entry 6:
This record from OMol25 describes an isolated molecule of C4H5NO. The level of theory is ωB97M-V/def2-TZVPD.

Properties
- ΔE to the lowest compared entry with this formula, charge and spin (kcal/mol) = 70.7
- E_HOMO (eV) = -10.44
- E_LUMO (eV) = -0.717
- M (g/mol) = 83.09
- spin multiplicity = 1

Geometry as XYZ:
```
11
Properties=species:S:1:pos:R:3:forces:R:3
C 0.9222 1.1095 -0.9601 0.1 0.1 -0.1
C 0.6401 -0.0549 -0.0429 0.4 -0.3 0.2
C 1.5233 -0.9272 0.3608 -0.5 0.5 -0.2
C -0.7485 -0.1349 0.5668 -0.2 0.1 0.1
O -1.4262 0.8619 0.7041 0.3 -0.4 0.0
N -1.1393 -1.3802 0.9455 -0.1 0.0 0.0
H 0.3352 1.0137 -1.8783 0.1 0.0 0.1
H 1.9814 1.1720 -1.2182 -0.2 0.0 0.0
H 0.6144 2.0255 -0.4487 0.0 -0.1 -0.1
H -2.0657 -1.4865 1.3312 0.1 0.0 0.0
H -0.6368 -2.1989 0.6398 0.0 0.2 0.0
```
Forces are in eV/Å.

Entry 7:
This record from OMol25 describes an isolated molecule of C4H5NO. The level of theory is ωB97M-V/def2-TZVPD.

Properties
- ΔE to the lowest compared entry with this formula, charge and spin (kcal/mol) = 7.9
- E_HOMO (eV) = -7.85
- E_LUMO (eV) = 0.822
- M (g/mol) = 83.09
- structure (SMILES) = Oc1ccc[nH]1
- spin multiplicity = 1

Geometry as XYZ:
```
11
Properties=species:S:1:pos:R:3:forces:R:3
O -1.2032 -0.2034 -1.8633 0.1 0.1 -0.1
C -0.4311 -0.0081 -0.7568 0.1 0.0 0.3
C 0.4030 0.9918 -0.3172 0.0 0.0 -0.1
C 0.8406 0.6035 0.9892 0.0 -0.2 0.1
C 0.2594 -0.5986 1.2874 0.0 0.0 0.0
N -0.5099 -0.9695 0.2053 0.0 0.2 0.0
H -0.7587 0.1367 -2.6452 0.0 0.1 0.1
H 0.6690 1.9053 -0.8335 -0.1 -0.2 0.0
H 1.4997 1.1569 1.6464 -0.1 -0.1 -0.2
H 0.3198 -1.2280 2.1616 0.0 0.1 -0.1
H -1.0886 -1.7866 0.1260 0.0 0.0 0.0
```
Forces are in eV/Å.

Entry 8:
This record from OMol25 describes an isolated molecule of C4H5NO. The level of theory is ωB97M-V/def2-TZVPD.

Properties
- ΔE to the lowest compared entry with this formula, charge and spin (kcal/mol) = 79.0
- E_HOMO (eV) = -9.32
- E_LUMO (eV) = 0.912
- M (g/mol) = 83.09
- structure (SMILES) = C#C/C(C)=N/O
- spin multiplicity = 1

Geometry as XYZ:
```
11
Properties=species:S:1:pos:R:3:forces:R:3
C -2.3598 -0.9934 -0.7796 0.4 0.1 0.2
C -1.2460 -0.7303 -0.4030 -0.5 -0.1 -0.1
C 0.0269 -0.2394 0.0497 0.1 -0.1 0.2
C 0.3606 1.2018 -0.2229 0.0 0.1 0.0
N 0.7723 -1.0480 0.7094 -0.5 0.2 -0.3
O 1.9292 -0.4142 1.1210 0.3 -0.1 0.2
H -3.3551 -1.2243 -1.0888 0.2 0.0 0.0
H 1.2355 1.2799 -0.8765 -0.1 0.0 0.1
H -0.4874 1.7006 -0.6946 0.1 -0.1 0.1
H 0.6097 1.7042 0.7165 0.0 0.0 -0.1
H 2.3723 -1.0952 1.6434 0.0 0.1 -0.1
```
Forces are in eV/Å.

Entry 9:
This record from OMol25 describes a cluster of 2 separate species, C4H5NO in total. The level of theory is ωB97M-V/def2-TZVPD.

Properties
- ΔE to the lowest compared entry with this formula, charge and spin (kcal/mol) = 121.1
- E_HOMO (spin up / spin down) (eV) = -9.02 / -9.02
- E_LUMO (spin up / spin down) (eV) = -0.472 / -0.471
- M (g/mol) = 83.09
- spin multiplicity = 1

Geometry as XYZ:
```
11
Properties=species:S:1:pos:R:3:forces:R:3
C 0.0195 1.2496 -0.9598 0.1 0.1 -0.2
C -1.3618 0.6805 0.5605 -0.1 -0.8 0.0
N -1.4070 -0.5415 0.5245 0.1 0.8 0.0
C -0.3752 -1.4137 0.6785 0.2 -0.1 0.0
C 0.8303 -0.7542 0.7425 -0.1 0.1 0.0
O 0.8285 0.5345 0.7186 -0.1 -0.2 0.0
H 0.9258 1.8391 -0.8881 -0.1 -0.1 0.0
H -0.8370 1.8480 -1.2484 0.1 -0.1 0.1
H 0.1283 0.3238 -1.5211 0.0 0.1 0.1
H -0.5361 -2.4825 0.6545 0.0 0.2 0.0
H 1.7848 -1.2835 0.7383 -0.1 0.0 0.0
```
Forces are in eV/Å.

Entry 10:
This record from OMol25 describes a cluster of 2 separate species, C4H5NO in total. The level of theory is ωB97M-V/def2-TZVPD.

Properties
- ΔE to the lowest compared entry with this formula, charge and spin (kcal/mol) = 40.7
- E_HOMO (eV) = -9.33
- E_LUMO (eV) = 0.915
- M (g/mol) = 83.09
- spin multiplicity = 1

Geometry as XYZ:
```
11
Properties=species:S:1:pos:R:3:forces:R:3
O 1.3163 0.4055 2.4265 0.5 -1.1 -0.4
C 1.7389 -0.5738 2.0359 -0.5 1.1 0.5
C -0.8685 1.2923 0.2777 -0.1 -0.1 0.0
N -1.3168 0.1179 0.1239 0.2 0.3 0.0
C 0.2766 -0.7639 -1.4825 -0.1 0.0 0.1
C -0.4444 -0.8697 -0.3656 0.1 -0.1 -0.2
H -1.5433 2.0814 0.6117 0.1 -0.1 0.0
H 0.1797 1.5628 0.0924 -0.1 -0.1 0.0
H 0.2403 0.1326 -2.0961 0.0 -0.1 0.1
H 0.8830 -1.5916 -1.8345 -0.1 0.1 0.1
H -0.4619 -1.7935 0.2104 0.0 0.1 -0.1
```
Forces are in eV/Å.